(1)
Entry from OMol25: C2H6CoO2 as an isolated structure at a distorted geometry (wB97M-V/def2-TZVPD).

XYZ file:
```
11
Properties=species:S:1:pos:R:3:forces:R:3:mulliken_spin:R:1
C -1.184005 -0.426809 0.058486 0.42 0.65 -0.03 0.90
C -1.075574 1.064852 0.101501 -0.28 -1.49 -0.12 0.03
O 0.220315 1.548426 0.097337 -2.23 1.22 0.08 0.86
H 1.188879 -1.672301 -0.040743 3.02 2.06 0.09 0.00
H -1.225265 -0.857933 -0.948286 -0.18 -0.35 0.62 0.02
H -1.318878 -0.931598 1.020197 -0.08 -0.26 -0.61 0.03
H -1.629776 1.451710 0.985006 0.19 0.66 -0.04 0.12
H -1.627070 1.497886 -0.768447 0.19 0.61 0.15 0.13
O 2.068497 -1.025613 -0.028713 -3.01 -2.42 -0.06 0.08
H 2.780576 -1.472377 -0.499063 0.45 -0.53 -0.19 0.00
Co 1.802298 0.823759 0.022723 1.52 -0.15 0.10 2.85
```
Forces are in eV/Å.

Its spin multiplicity is 6. Its net charge is +2. The HOMO energy (alpha / beta) is -18.7 / -21.9 eV. The largest force on an atom is 0.07509 hartree/bohr. As for the expectation value of S²: 8.765. The HOMO-LUMO gap (alpha / beta) is 8.2 / 8.4 eV.

---

(2)
Entry from OMol25: C2H6CsO as an isolated structure (wB97M-V/def2-TZVPD).

XYZ file:
```
10
Properties=species:S:1:pos:R:3:forces:R:3:mulliken_charge:R:1
Cs -0.350443 3.447552 0.021481 -0.10 -0.16 0.11 1.00
C 0.614489 -0.083221 -0.716242 0.23 -0.03 -0.40 -0.76
C -0.010263 -0.797393 0.446961 -0.18 0.20 0.26 -0.19
O -0.994182 0.089937 1.024888 -0.02 0.04 -0.15 -0.52
H -0.133066 0.121170 -1.486157 0.03 0.07 0.01 0.27
H 1.434392 -0.627789 -1.187571 -0.07 -0.11 0.11 0.34
H 1.037672 0.847653 -0.341981 0.13 0.16 -0.09 -0.02
H 0.728467 -0.989722 1.222273 0.02 -0.11 0.03 0.23
H -0.451820 -1.746683 0.148245 -0.09 0.01 0.05 0.33
H -1.875246 -0.261504 0.868101 0.04 -0.08 0.08 0.31
```
Forces are in eV/Å.

Its net charge is +1. The HOMO energy is -14.1 eV. The largest force on an atom is 0.00898 hartree/bohr. The HOMO-LUMO gap is 10.4 eV.

---

(3)
Entry from OMol25: C2H6F4N2P2S in the gas phase at a distorted geometry (wB97M-V/def2-TZVPD).

XYZ file:
```
17
Properties=species:S:1:pos:R:3:forces:R:3:mulliken_charge:R:1
C -0.076476 -0.631106 -1.173871 -1.98 -2.12 -1.17 -1.09
C 0.132172 0.503035 0.892998 0.03 -0.59 -3.04 -0.99
N 2.955967 0.141562 0.921628 -0.11 -1.45 -2.19 -0.33
N 0.466526 -0.729053 0.122339 2.36 0.20 1.09 -0.03
F 2.141824 -2.372987 0.988876 0.29 1.75 -0.97 -0.35
F 2.720500 -1.559609 -1.190860 -1.43 1.00 1.66 -0.22
F 5.187757 0.867402 1.400476 0.36 0.21 -0.61 -0.22
F 5.069862 -1.234832 0.345760 -0.46 1.16 -0.49 -0.25
P 2.114006 -0.965972 0.186338 0.08 -3.10 1.09 0.84
P 4.435125 0.236671 0.177991 0.59 -0.05 1.63 0.67
S 4.625974 1.069764 -1.527752 0.14 -0.33 0.61 -0.35
H 0.117299 0.276201 -1.653808 0.34 1.62 -0.86 0.42
H 0.246777 -1.449393 -1.797857 0.36 -0.20 -0.29 0.39
H -1.164471 -0.793628 -1.112316 0.23 0.33 0.04 0.36
H 0.156931 0.304511 1.898091 -0.02 -0.13 2.43 0.30
H 0.839311 1.230924 0.544942 0.01 1.01 0.47 0.45
H -0.835319 0.693664 0.477586 -0.78 0.70 0.59 0.40
```
Forces are in eV/Å.

The HOMO energy is -9.6 eV. The largest force on an atom is 0.06401 hartree/bohr. The HOMO-LUMO gap is 10.1 eV.

---

(4)
Entry from OMol25: C2H6FN in the gas phase at a distorted geometry (wB97M-V/def2-TZVPD).

XYZ file:
```
10
Properties=species:S:1:pos:R:3:forces:R:3:mulliken_charge:R:1
C -0.540238 -0.716368 -0.695342 -0.16 0.78 -2.63 -1.04
C 0.101932 -0.119769 0.444034 -1.14 0.83 4.09 0.37
N 1.119085 0.815692 0.181409 0.41 1.56 1.50 -0.60
F -1.080491 0.514473 1.235010 1.22 0.05 -0.80 -0.43
H -0.009913 -1.626999 -0.896983 0.08 -0.46 -0.73 0.26
H -0.550905 -0.006121 -1.548323 0.49 -0.56 0.11 0.30
H -1.580415 -0.882342 -0.562370 -0.74 -0.57 0.70 0.34
H 0.270320 -0.904051 1.205933 0.97 0.63 -0.42 0.26
H 0.688039 1.560828 -0.365371 0.25 -0.23 -0.30 0.27
H 1.582586 1.364657 1.002003 -1.38 -2.02 -1.53 0.28
```
Forces are in eV/Å.

Its structure (SMILES) is C[C@@H](N)F. The HOMO energy is -10.7 eV. The largest force on an atom is 0.08413 hartree/bohr. The HOMO-LUMO gap is 11.8 eV.

---

(5)
Entry from OMol25: C2H6FNO in the gas phase at a distorted geometry (wB97M-V/def2-TZVPD).

XYZ file:
```
11
Properties=species:S:1:pos:R:3:forces:R:3:mulliken_charge:R:1
C 0.905418 0.219702 -0.662237 -6.05 2.09 0.11 -1.29
C -0.750809 0.180907 0.101911 4.34 1.55 -0.94 0.79
N -0.737921 -0.677571 1.167433 0.41 -2.91 0.87 -0.57
O -0.953761 1.424292 0.674657 -2.14 -0.37 -0.43 -0.53
F -1.661185 -0.107285 -0.898727 0.09 0.38 0.36 -0.33
H 1.615845 0.009569 0.028212 2.09 0.14 2.42 0.38
H 0.882792 -0.586621 -1.299741 -0.07 -1.55 -2.01 0.36
H 0.896583 1.213701 -1.180716 0.48 -1.08 0.44 0.42
H -1.593222 -0.897676 1.648609 -0.69 0.85 0.02 0.23
H -0.404093 -1.594399 0.920391 0.42 -0.22 -0.31 0.23
H -0.254492 1.990768 0.440098 1.12 1.10 -0.53 0.31
```
Forces are in eV/Å.

Its structure (SMILES) is C[C@@](N)(O)F. The HOMO energy is -10.2 eV. The largest force on an atom is 0.12456 hartree/bohr. The HOMO-LUMO gap is 11.1 eV.

---

(6)
Entry from OMol25: C2H6FNO2 in the gas phase at a distorted geometry (wB97M-V/def2-TZVPD).

XYZ file:
```
12
Properties=species:S:1:pos:R:3:forces:R:3:mulliken_charge:R:1
C -0.635087 0.814787 1.795421 0.94 1.27 2.45 -0.56
C 0.084237 -0.284207 -1.557891 -1.19 -2.40 2.66 -0.25
N 0.043157 -0.305436 -0.031247 0.41 -2.00 -1.06 0.02
O 0.420389 -1.522159 -2.019567 3.19 -2.67 -0.36 -0.55
O -0.306194 0.874863 0.424863 0.14 1.76 0.01 -0.16
F 1.455356 -0.425612 0.351378 0.28 -0.04 -0.38 -0.29
H -0.246914 1.720138 2.385390 -0.52 -0.80 -1.50 0.25
H -0.179544 0.014862 2.400709 -0.13 -0.26 -1.03 0.27
H -1.692667 0.799891 1.893843 -0.97 -0.15 0.15 0.29
H 0.614821 0.503346 -1.923382 1.77 2.35 -0.87 0.39
H -0.942177 -0.280364 -1.830720 -1.07 0.90 -0.09 0.26
H 1.384622 -1.910110 -1.888796 -2.86 2.03 0.00 0.35
```
Forces are in eV/Å.

Its structure (SMILES) is CON(F)CO. The HOMO energy is -9.8 eV. The largest force on an atom is 0.08119 hartree/bohr. The HOMO-LUMO gap is 10.7 eV.

---

Asked for energy relative to the best compared isomer or geometry (same formula, charge and spin) across the records above, the calculation gives 0.0; 23.1; 0.0; 17.2; 98.7; 159.5 kJ/mol in order.
Asked for electronic energy across the records above, the calculation gives -43868.35069; -4761.19712; -45439.19177; -6378.47870; -8425.41261; -10469.42377 eV in order.